The following is a quantum chemistry calculation of an isolated molecule of C4H5NO at a distorted geometry, from OMol25.

Properties
SMILES = N#CCCC=O
relative energy (zero: lowest compared OMol25 entry of this formula, charge and spin) = 65.0 kcal per mole
energy = -285.31106 hartree
gap between HOMO and LUMO = 10.813 eV
LUMO level = 0.5 eV

```
11
C4H5NO ωB97M-V/def2-TZVPD
N -1.01490 2.78116 1.29817
C -0.55998 1.72665 1.16067
C 0.00352 0.38486 0.96022
C -0.17791 -0.14735 -0.48679
C 0.45218 -1.38731 -0.88293
O 1.39289 -1.96193 -0.38323
H 1.05274 0.37928 1.26157
H -0.50417 -0.28158 1.68889
H -1.13206 0.10510 -0.93803
H 0.44829 -0.12033 -1.63421
H 0.11539 -1.54246 -1.96681
```

natural (NBO) atomic charge list, values in e, 6 entries:
1 N -0.31
2 C 0.28
3 C -0.54
4 C -0.39
5 C 0.32
6 O -0.57


The following is a quantum chemistry calculation of a structure of composition C20H29N11O9PSSc, from OMol25.

Properties
relative energy (zero: lowest compared OMol25 entry of this formula, charge and spin) = 0.0 kcal per mole
energy = -3558.65240 hartree
gap between HOMO and LUMO = 6.949 eV
net charge = +2
LUMO level = -7.6 eV

```
72
C20H29N11O9PSSc ωB97M-V/def2-TZVPD
Sc 0.53832 -0.18185 0.50279
C 3.50470 2.74606 2.46928
C 2.78280 1.67505 1.72412
N 1.62634 1.21799 2.07532
N 1.09543 1.88118 3.16487
C 0.27874 1.39823 4.01124
N -0.06661 2.07905 5.11447
S -0.54383 -0.23626 4.01973
C 3.38761 1.08228 0.50546
C 4.73226 1.22593 0.21808
C 5.24556 0.65476 -0.93996
C 4.39249 -0.03272 -1.78254
C 3.06129 -0.14898 -1.42067
N 2.56517 0.38598 -0.30359
H 2.78796 3.48215 2.82496
H 4.25361 3.23456 1.85448
H 3.99293 2.32464 3.35161
H 0.39533 2.95393 5.30876
H -0.85371 1.82076 5.68479
H 5.38315 1.76414 0.88999
H 6.29667 0.75293 -1.17442
H 4.74554 -0.48288 -2.69896
H 2.36327 -0.68683 -2.04944
O -1.15726 -1.20087 1.78377
N -0.63115 -0.28190 2.39077
C -4.18708 2.86149 -0.58635
N -2.76818 2.65611 -0.29835
C -2.14993 3.74517 0.45830
P -1.81523 1.63694 -1.14456
O -0.63403 1.25324 -0.23942
N -1.20143 2.31510 -2.49026
C 0.12217 2.01692 -3.02210
C -2.06017 3.08646 -3.38767
N -2.74908 0.36166 -1.54149
C -2.87601 -0.17825 -2.89074
C -3.52298 -0.33525 -0.52051
H -4.75333 2.86445 0.34629
H -4.56758 2.06479 -1.21969
H -4.35099 3.81838 -1.08748
H -2.70511 3.89848 1.38475
H -2.16257 4.67945 -0.10814
H -1.12099 3.49560 0.70702
H 0.72563 1.51617 -2.27039
H 0.61990 2.94682 -3.30142
H 0.05980 1.38114 -3.91040
H -3.06059 3.18687 -2.97347
H -2.14131 2.59535 -4.36012
H -1.64636 4.08439 -3.53877
H -2.13077 0.25980 -3.54840
H -3.86979 0.01676 -3.29984
H -2.71704 -1.25780 -2.87290
H -3.38832 0.14121 0.44922
H -3.20840 -1.38012 -0.44764
H -4.58834 -0.32026 -0.76075
O 0.00315 -7.99341 0.88034
N -0.22546 -7.20547 -0.00871
O -0.69844 -7.45639 -1.09364
C 0.15864 -5.80137 0.24096
C 0.71859 -5.46045 1.47262
C 1.04931 -4.15555 1.70043
C 0.90774 -3.13331 0.73261
O 1.36037 -1.94617 0.95372
C 0.28282 -3.53604 -0.47638
C -0.06984 -4.86692 -0.72505
N -0.00794 -2.58544 -1.50424
O -0.29530 -2.95184 -2.60487
O 0.11525 -1.34486 -1.26641
N 1.54975 -3.78015 3.02977
O 1.07476 -2.77068 3.52715
O 2.40079 -4.47249 3.52454
H 0.87375 -6.21962 2.22874
H -0.52644 -5.15823 -1.66115
```

Löwdin atomic charge list, values in e, 6 entries:
1 Sc 0.98
2 C 0.01
3 C -0.21
4 N 0.01
5 N 0.05
6 C -0.59


The following is a quantum chemistry calculation of a cluster of 3 separate species, C2H8O2 in total at a distorted geometry, from OMol25.

Properties
relative energy (zero: lowest compared OMol25 entry of this formula, charge and spin) = 33.1 kcal per mole
⟨S²⟩ = 0.754
energy = -231.02948 hartree
2S+1 = 2
gap between HOMO and LUMO (alpha / beta) = 7.130 / 3.034 eV
net charge = +1
LUMO level (alpha / beta) = -6.3 / -10.4 eV

```
12
C2H8O2 ωB97M-V/def2-TZVPD
C -0.73216 -2.72298 1.39566
C 0.46806 -2.31222 1.10778
H -1.00437 -2.87160 2.50577
H -1.45449 -2.99160 0.55486
H 1.13194 -1.69694 1.70959
H 0.99822 -2.46839 0.20467
H 0.22430 1.41666 -2.34189
H -0.68409 2.45145 -2.80876
O -0.51289 1.89983 -1.99889
H -0.16078 2.92132 0.25269
H 1.12151 3.00975 -0.62511
O 0.60476 3.36472 0.04363
```

natural (NBO) atomic charge list, values in e, 6 entries:
1 C -0.05
2 C -0.05
3 H 0.29
4 H 0.29
5 H 0.27
6 H 0.26